1.
Formula: C43H51AsCsN14O4
Source: the OMol25 dataset
Level of theory: the ωB97M-V functional and the def2-TZVPD basis

LUMO level = 1.8 eV
highest occupied orbital energy = -4.55 eV
net charge = -1
HOMO-LUMO gap = 0.2324 Eh
energy above the lowest of the compared OMol25 structures with the same formula, charge and spin = 25.81 kcal/mol

Geometry as XYZ:
```
114
Properties=species:S:1:pos:R:3:lowdin_charge:R:1
Cs 0.290 0.646 -0.487 0.95
C 4.107 -2.529 1.161 -0.14
N 2.875 -2.738 0.423 -0.14
C 2.139 -3.889 0.888 -0.15
C 0.685 -3.921 0.438 -0.30
C -0.048 -5.091 0.589 -0.04
C -1.402 -5.078 0.292 -0.07
C -1.978 -3.903 -0.160 -0.04
C -1.160 -2.790 -0.311 -0.14
N 0.141 -2.795 -0.018 0.10
C 3.098 -2.836 -1.003 -0.14
C 3.692 -1.605 -1.638 -0.29
C 4.375 -1.713 -2.845 -0.04
C 4.870 -0.565 -3.439 -0.07
C 4.680 0.653 -2.807 -0.06
C 3.990 0.660 -1.606 -0.14
N 3.500 -0.436 -1.031 0.11
C 3.878 -2.019 2.562 -0.28
C 4.132 -2.812 3.676 -0.04
C 3.956 -2.279 4.944 -0.08
C 3.522 -0.971 5.059 -0.08
C 3.287 -0.255 3.890 -0.14
N 3.463 -0.755 2.674 0.15
H 4.677 -1.758 0.646 0.12
H 4.718 -3.450 1.195 0.12
H 2.140 -3.881 1.983 0.10
H 2.631 -4.832 0.580 0.13
H 0.438 -5.992 0.944 0.11
H -1.994 -5.977 0.412 0.10
H -3.027 -3.824 -0.410 0.11
H -1.588 -1.866 -0.686 0.04
H 2.130 -3.017 -1.476 0.12
H 3.745 -3.702 -1.245 0.13
H 4.509 -2.683 -3.308 0.11
H 5.395 -0.622 -4.385 0.10
H 5.028 1.580 -3.239 0.10
H 3.796 1.591 -1.087 0.11
H 4.466 -3.834 3.541 0.11
H 4.146 -2.880 5.824 0.10
H 3.366 -0.510 6.025 0.10
H 2.946 0.775 3.933 0.11
O -5.181 -2.174 -1.415 0.02
C -4.318 -1.304 -1.268 -0.50
N -3.239 -1.022 -2.012 0.13
C -3.128 -1.481 -3.274 -0.46
O -4.015 -1.755 -4.077 0.03
C -1.687 -1.607 -3.790 -0.18
C -1.515 -2.163 -5.056 -0.01
C -0.238 -2.311 -5.567 -0.08
C 0.837 -1.887 -4.803 -0.07
C 0.571 -1.340 -3.557 -0.16
N -0.650 -1.207 -3.050 0.09
C -4.413 -0.482 0.005 -0.20
C -5.632 0.139 0.288 -0.02
C -5.758 0.881 1.445 -0.08
C -4.672 0.957 2.309 -0.08
C -3.511 0.293 1.952 -0.18
N -3.372 -0.401 0.824 0.14
H -2.400 -2.461 -5.598 0.11
H -0.083 -2.744 -6.549 0.10
H 1.857 -1.961 -5.157 0.09
H 1.387 -0.978 -2.942 0.07
H -6.452 0.013 -0.406 0.11
H -6.689 1.385 1.679 0.10
H -4.717 1.518 3.234 0.09
H -2.635 0.331 2.591 0.06
C -3.125 4.547 -1.075 -0.07
N -2.632 4.616 0.290 -0.16
C -1.898 5.858 0.543 -0.07
C -2.094 3.426 0.778 -0.45
N -1.995 2.312 0.185 0.06
N -1.792 3.546 2.151 0.12
C -1.087 2.667 2.951 -0.54
N -1.306 2.971 4.313 0.11
N -0.373 1.710 2.522 0.10
H -3.682 5.458 -1.288 0.08
H -3.802 3.700 -1.188 0.09
H -2.313 4.462 -1.809 0.10
H -2.559 6.690 0.296 0.08
H -0.985 5.909 -0.056 0.07
H -1.627 5.939 1.593 0.07
H -2.241 2.392 -0.796 0.04
H -2.439 4.140 2.641 0.13
H -1.204 3.954 4.527 0.08
H -0.728 2.409 4.921 0.07
H 0.073 1.234 3.302 0.00
O 0.834 4.786 -0.783 -0.19
N 1.125 3.584 -1.034 -0.11
N 1.259 3.250 -2.273 -0.27
O 1.485 1.975 -2.542 -0.42
C 1.089 4.123 -3.401 -0.16
C 1.338 5.493 -3.372 -0.02
C 1.187 6.237 -4.535 -0.10
C 0.777 5.640 -5.717 -0.11
C 0.535 4.272 -5.738 -0.09
C 0.700 3.514 -4.592 -0.01
H 1.643 5.965 -2.454 0.09
H 1.388 7.301 -4.506 0.09
H 0.650 6.232 -6.615 0.09
H 0.219 3.787 -6.653 0.10
H 0.546 2.444 -4.583 0.11
C -0.571 -2.399 6.142 -0.36
As -0.856 -1.526 4.398 1.07
C -2.427 -2.524 3.795 -0.33
C 0.469 -2.531 3.382 -0.33
H -0.603 -3.487 6.058 0.02
H -1.331 -2.073 6.852 0.01
H 0.407 -2.101 6.521 0.00
H -2.315 -3.589 4.003 0.02
H -2.523 -2.372 2.719 0.00
H -3.331 -2.148 4.275 0.02
H 0.248 -3.601 3.390 0.04
H 1.456 -2.355 3.803 -0.01
H 0.451 -2.166 2.356 0.02
```

2.
Formula: C43H52BFMnN9O5S2
Source: the OMol25 dataset
Level of theory: the ωB97M-V functional and the def2-TZVPD basis

<S²> = 8.755
LUMO level (alpha / beta) = 2.0 / 2.0 eV
highest occupied orbital energy (alpha / beta) = -3.61 / -3.69 eV
net charge = -1
HOMO-LUMO gap (alpha / beta) = 0.2054 / 0.2080 Eh
multiplicity = 6
energy above the lowest of the compared OMol25 structures with the same formula, charge and spin = 19.34 kcal/mol

Geometry as XYZ:
```
114
Properties=species:S:1:pos:R:3:lowdin_charge:R:1
Mn 0.286 -0.051 -0.901 0.68
C -0.501 2.567 -4.645 -0.04
N 0.913 2.560 -4.333 -0.11
C 1.955 2.537 -5.238 -0.06
C 3.092 2.604 -4.514 -0.08
N 2.758 2.668 -3.179 -0.04
B 3.805 2.865 -2.059 -0.47
N 3.915 1.632 -1.081 0.01
C 4.691 1.740 0.051 -0.10
C 4.727 0.541 0.667 -0.07
N 3.957 -0.311 -0.093 -0.12
C 3.688 -1.697 0.216 -0.04
C 3.468 0.366 -1.171 -0.70
S 2.509 -0.369 -2.381 0.67
C 1.419 2.627 -3.076 -0.77
S 0.444 2.675 -1.681 0.64
H -0.624 2.367 -5.707 0.09
H -0.934 3.536 -4.395 0.09
H -1.016 1.799 -4.068 0.06
H 1.792 2.484 -6.299 0.11
H 4.119 2.593 -4.830 0.11
H 3.516 3.834 -1.389 0.07
H 4.881 2.987 -2.603 0.07
H 5.147 2.677 0.320 0.12
H 5.214 0.219 1.571 0.12
H 3.701 -1.824 1.298 0.09
H 4.442 -2.346 -0.234 0.10
H 2.707 -1.965 -0.174 0.04
C -0.627 -0.976 -5.695 -0.04
C -1.700 -0.654 -4.687 -0.30
C -3.044 -0.591 -5.066 -0.05
C -4.008 -0.332 -4.103 -0.29
C -5.470 -0.306 -4.476 -0.07
C -3.644 -0.106 -2.780 -0.01
C -2.294 -0.133 -2.349 -0.28
C -1.356 -0.428 -3.375 -0.06
N -1.798 0.112 -1.102 -0.03
C -2.666 0.320 0.053 -0.45
C -3.515 1.610 -0.029 -0.07
C -4.339 1.799 1.250 -0.29
C -5.245 0.580 1.463 -0.12
C -4.388 -0.682 1.617 -0.29
C -3.446 -0.521 2.811 -0.12
C -2.545 0.692 2.573 -0.28
C -3.405 1.951 2.452 -0.12
C -1.755 0.495 1.277 -0.11
C -3.565 -0.900 0.343 -0.07
H -1.026 -0.962 -6.711 0.07
H -0.213 -1.968 -5.503 0.08
H 0.198 -0.264 -5.633 0.06
H -3.330 -0.761 -6.099 0.10
H -5.599 -0.394 -5.555 0.06
H -5.944 0.622 -4.147 0.07
H -6.003 -1.135 -4.003 0.07
H -4.446 0.087 -2.086 0.08
H -0.305 -0.523 -3.107 0.06
H -4.182 1.590 -0.887 0.10
H -2.833 2.454 -0.178 0.12
H -4.956 2.699 1.152 0.13
H -5.923 0.466 0.611 0.12
H -5.862 0.725 2.358 0.11
H -5.040 -1.548 1.779 0.13
H -2.833 -1.422 2.925 0.11
H -4.018 -0.390 3.737 0.12
H -1.847 0.798 3.410 0.11
H -2.765 2.829 2.318 0.12
H -3.988 2.101 3.369 0.11
H -1.118 -0.391 1.372 0.10
H -1.117 1.368 1.101 0.11
H -4.231 -1.100 -0.496 0.11
H -2.917 -1.777 0.449 0.13
C 3.073 2.117 4.864 -0.02
N 2.137 2.315 3.766 -0.09
N 1.702 1.147 3.139 0.07
C 1.674 1.340 1.761 -0.36
O 1.282 0.459 0.987 -0.05
C 2.147 2.680 1.549 0.06
C 2.454 3.200 2.754 -0.26
C 3.023 4.536 3.077 -0.01
C 0.863 0.265 3.860 -0.19
C 0.660 -1.036 3.414 0.00
C -0.186 -1.876 4.123 -0.06
C -0.818 -1.437 5.279 -0.09
C -0.616 -0.138 5.716 -0.09
C 0.211 0.718 5.007 -0.05
H 2.736 1.283 5.474 0.08
H 3.092 3.014 5.480 0.09
H 4.086 1.906 4.505 0.10
H 2.222 3.146 0.582 0.08
H 3.102 5.116 2.161 0.09
H 4.016 4.455 3.525 0.08
H 2.376 5.066 3.778 0.09
H 1.126 -1.376 2.499 0.11
H -0.342 -2.881 3.759 0.10
H -1.475 -2.100 5.826 0.10
H -1.122 0.225 6.602 0.10
H 0.325 1.747 5.318 0.11
F 4.004 -5.520 -1.881 0.08
C 3.261 -5.276 -0.791 -0.19
C 1.948 -5.037 -0.901 0.06
N 1.144 -4.809 0.186 0.01
C -0.248 -4.421 -0.054 -0.03
C -0.314 -3.144 -0.932 -0.66
O -0.926 -3.242 -1.987 0.04
O 0.321 -2.145 -0.464 -0.13
C 1.659 -4.796 1.460 -0.47
O 0.996 -4.625 2.464 0.06
N 3.021 -5.031 1.528 0.22
C 3.926 -5.268 0.493 -0.42
O 5.106 -5.432 0.718 0.08
H 1.460 -5.005 -1.867 0.16
H -0.713 -4.247 0.912 0.12
H -0.762 -5.223 -0.580 0.13
H 3.412 -5.021 2.459 0.16
```

3.
Formula: C43H52Cl2N8O2Pb
Source: the OMol25 dataset
Level of theory: the ωB97M-V functional and the def2-TZVPD basis

LUMO level (alpha / beta) = -4.8 / -4.8 eV
highest occupied orbital energy (alpha / beta) = -10.67 / -10.70 eV
net charge = +2
HOMO-LUMO gap (alpha / beta) = 0.2167 / 0.2186 Eh
energy above the lowest of the compared OMol25 structures with the same formula, charge and spin = 525.48 kcal/mol

Geometry as XYZ:
```
108
Properties=species:S:1:pos:R:3:lowdin_charge:R:1
Pb -1.180 -0.389 1.329 1.45
C -3.456 1.642 3.079 -0.16
C -3.278 0.814 4.349 -0.10
C -1.878 0.455 4.760 -0.27
C -1.410 0.824 6.019 0.00
C -0.166 0.393 6.446 -0.02
C 0.581 -0.418 5.606 -0.03
C 0.051 -0.727 4.368 -0.17
N -1.136 -0.296 3.942 0.00
N -3.469 0.880 1.816 -0.24
C -3.549 1.812 0.684 -0.15
C -2.362 2.719 0.519 -0.29
C -2.512 3.922 -0.162 0.01
C -1.405 4.733 -0.341 -0.02
C -0.186 4.326 0.185 -0.03
C -0.133 3.116 0.854 -0.13
N -1.191 2.323 1.010 0.01
C -4.646 0.016 1.756 -0.13
C -4.527 -1.134 0.799 -0.26
C -5.674 -1.668 0.222 0.01
C -5.567 -2.795 -0.571 -0.02
C -4.312 -3.352 -0.776 -0.03
C -3.224 -2.743 -0.179 -0.15
N -3.325 -1.662 0.593 0.01
H -2.656 2.377 3.012 0.12
H -4.401 2.199 3.162 0.14
H -3.847 -0.117 4.298 0.12
H -3.727 1.384 5.165 0.13
H -2.025 1.435 6.660 0.12
H 0.210 0.677 7.418 0.12
H 1.546 -0.799 5.898 0.12
H 0.604 -1.344 3.674 0.08
H -4.451 2.435 0.778 0.14
H -3.662 1.220 -0.231 0.13
H -3.482 4.215 -0.539 0.13
H -1.492 5.671 -0.868 0.12
H 0.701 4.934 0.085 0.12
H 0.795 2.761 1.284 0.10
H -5.540 0.602 1.500 0.14
H -4.834 -0.409 2.744 0.13
H -6.632 -1.204 0.399 0.13
H -6.444 -3.231 -1.027 0.12
H -4.178 -4.227 -1.391 0.12
H -2.224 -3.123 -0.336 0.11
Cl 4.529 1.362 3.568 0.77
C 3.746 0.443 2.339 -0.68
C 4.475 -0.319 1.436 -0.10
C 3.777 -1.018 0.464 -0.05
C 2.394 -0.930 0.437 -0.20
N 1.696 -0.205 1.308 -0.04
C 2.359 0.470 2.240 -0.23
H 5.552 -0.354 1.494 0.15
H 4.301 -1.615 -0.266 0.15
H 1.823 -1.446 -0.323 0.13
H 1.779 1.062 2.935 0.15
C 3.023 -0.835 -5.397 -0.02
C 1.584 -0.456 -5.018 -0.49
C 0.728 -0.505 -6.291 -0.04
C 1.026 -1.543 -4.083 -0.03
C 1.585 1.008 -4.446 -0.42
O 1.993 1.902 -5.485 -0.01
C 2.523 1.280 -3.241 -0.07
C 2.696 0.221 -2.137 -0.14
C 3.523 0.710 -0.983 -0.21
C 2.923 0.995 0.237 -0.09
C 3.663 1.450 1.314 -0.32
C 5.029 1.624 1.167 -0.56
Cl 5.967 2.177 2.509 0.68
C 5.651 1.350 -0.044 -0.06
C 4.896 0.895 -1.108 0.01
C 0.177 1.602 -4.222 -0.04
N -0.621 0.938 -3.228 -0.08
C -0.417 0.912 -1.927 -0.17
N -1.297 0.139 -1.334 0.00
C -2.070 -0.288 -2.365 -0.19
N -1.703 0.200 -3.528 0.14
H 3.055 -1.876 -5.712 0.10
H 3.722 -0.720 -4.570 0.08
H 3.387 -0.249 -6.240 0.09
H 0.913 -1.443 -6.811 0.10
H 0.974 0.310 -6.968 0.09
H -0.336 -0.462 -6.064 0.08
H 1.098 -2.497 -4.605 0.10
H -0.027 -1.394 -3.858 0.06
H 1.570 -1.648 -3.156 0.06
H 2.882 1.669 -5.776 0.10
H 2.206 2.226 -2.791 0.13
H 3.517 1.492 -3.642 0.13
H 3.177 -0.664 -2.554 0.12
H 1.733 -0.106 -1.738 0.07
H 1.851 0.847 0.350 0.08
H 3.196 1.664 2.262 0.08
H 6.716 1.490 -0.144 0.13
H 5.389 0.673 -2.045 0.14
H -0.360 1.561 -5.168 0.14
H 0.264 2.650 -3.930 0.15
H 0.362 1.464 -1.439 0.13
H -2.915 -0.938 -2.258 0.11
C -1.558 -4.907 3.213 0.00
O -1.524 -3.538 2.721 -0.12
C -0.682 -3.076 1.887 -0.28
C 0.393 -3.956 1.360 -0.07
H -1.704 -5.598 2.387 0.10
H -2.410 -4.935 3.884 0.10
H -0.641 -5.131 3.754 0.11
H 0.314 -5.023 1.551 0.08
H 1.326 -3.584 1.799 0.10
H 0.495 -3.775 0.290 0.08
```

4.
Formula: C43H52N4O2P2SV
Source: the OMol25 dataset
Level of theory: the ωB97M-V functional and the def2-TZVPD basis

<S²> = 0.782
LUMO level (alpha / beta) = -13.0 / -12.4 eV
highest occupied orbital energy (alpha / beta) = -16.62 / -16.61 eV
net charge = +4
HOMO-LUMO gap (alpha / beta) = 0.1324 / 0.1538 Eh
multiplicity = 2

Geometry as XYZ:
```
105
Properties=species:S:1:pos:R:3:lowdin_charge:R:1
V -0.953 0.852 0.203 0.60
C -2.490 3.459 -0.391 -0.13
C -1.807 3.549 0.969 -0.13
N -1.782 2.225 1.619 -0.15
C -3.035 1.828 2.278 -0.20
C -4.055 1.200 1.331 -0.32
S -3.266 0.198 0.011 0.95
C -3.911 1.007 -1.496 -0.32
C -2.803 1.807 -2.172 -0.21
N -1.891 2.366 -1.178 -0.12
H -3.554 3.267 -0.254 0.12
H -2.403 4.417 -0.917 0.16
H -0.770 3.890 0.844 0.13
H -2.327 4.290 1.592 0.16
H -1.079 2.292 2.359 0.13
H -2.783 1.089 3.044 0.10
H -3.508 2.685 2.781 0.16
H -4.713 0.537 1.897 0.10
H -4.676 1.945 0.842 0.09
H -4.280 0.222 -2.157 0.10
H -4.767 1.614 -1.204 0.10
H -2.221 1.143 -2.819 0.09
H -3.254 2.592 -2.795 0.16
H -1.093 2.746 -1.685 0.11
C -0.258 -2.557 1.659 -0.22
N 0.531 -2.802 0.503 -0.16
C -0.206 -2.650 -0.708 -0.23
P -0.223 -0.884 -1.397 1.08
C 1.531 -0.880 -1.921 -0.36
C 1.945 -1.451 -3.125 -0.07
C 3.297 -1.564 -3.405 -0.02
C 4.246 -1.097 -2.508 -0.03
C 3.837 -0.527 -1.310 -0.06
C 2.488 -0.447 -1.003 -0.14
C -1.203 -1.139 -2.904 -0.39
C -0.884 -0.428 -4.068 -0.13
C -1.613 -0.626 -5.226 -0.03
C -2.679 -1.512 -5.235 -0.01
C -3.027 -2.187 -4.075 -0.03
C -2.302 -1.997 -2.911 -0.09
C 1.828 -3.264 0.573 -0.22
C 2.519 -3.288 1.808 -0.04
C 3.819 -3.727 1.887 -0.05
C 4.484 -4.182 0.750 -0.04
C 3.803 -4.214 -0.465 -0.06
C 2.506 -3.763 -0.562 -0.03
P -0.802 -0.769 2.088 1.08
C -2.081 -1.463 3.207 -0.38
C -3.327 -1.830 2.693 -0.13
C -4.225 -2.543 3.468 -0.03
C -3.866 -2.941 4.748 -0.01
C -2.606 -2.631 5.243 -0.02
C -1.714 -1.892 4.486 -0.07
C 0.450 -0.067 3.207 -0.37
C 0.028 0.648 4.335 -0.11
C 0.953 1.126 5.247 -0.03
C 2.309 0.903 5.049 -0.01
C 2.733 0.222 3.918 -0.03
C 1.818 -0.236 2.985 -0.09
H 0.193 -2.951 2.572 0.11
H -1.228 -3.059 1.537 0.11
H -1.252 -2.919 -0.528 0.09
H 0.177 -3.272 -1.521 0.12
H 1.224 -1.825 -3.836 0.12
H 3.611 -2.031 -4.323 0.13
H 5.297 -1.193 -2.726 0.13
H 4.564 -0.173 -0.594 0.13
H 2.177 -0.065 -0.035 0.09
H -0.052 0.264 -4.063 0.11
H -1.345 -0.099 -6.127 0.13
H -3.237 -1.676 -6.142 0.13
H -3.860 -2.872 -4.078 0.13
H -2.599 -2.529 -2.018 0.10
H 2.052 -2.964 2.722 0.09
H 4.316 -3.728 2.843 0.12
H 5.507 -4.517 0.816 0.12
H 4.286 -4.623 -1.337 0.12
H 2.015 -3.846 -1.518 0.10
H -3.591 -1.584 1.673 0.04
H -5.192 -2.807 3.064 0.13
H -4.560 -3.509 5.348 0.13
H -2.311 -2.979 6.222 0.13
H -0.733 -1.680 4.889 0.11
H -1.027 0.792 4.533 0.11
H 0.617 1.650 6.128 0.13
H 3.026 1.267 5.771 0.13
H 3.784 0.028 3.777 0.13
H 2.165 -0.751 2.099 0.08
O 2.208 2.805 0.571 0.19
C 1.511 2.362 -0.309 -0.50
O 0.444 1.673 -0.102 -0.19
C 1.894 2.652 -1.792 -0.15
N 3.345 2.974 -1.862 0.12
C 3.515 3.876 -3.036 -0.07
C 2.319 4.806 -2.904 -0.11
C 1.188 3.916 -2.353 -0.09
H 1.681 1.778 -2.416 0.15
H 3.939 2.137 -1.915 0.18
H 3.583 3.479 -0.986 0.20
H 3.465 3.280 -3.949 0.15
H 4.475 4.389 -3.001 0.16
H 2.045 5.243 -3.860 0.14
H 2.540 5.622 -2.220 0.14
H 0.509 3.646 -3.162 0.13
H 0.626 4.453 -1.585 0.12
```

Total energy (eV)
-135856.442; -125477.643; -91708.598; -110554.906
Molar mass (g/mol)
1035.80; 923.83; 991.05; 801.87